DFT (the ωB97M-V functional and the def2-TZVPD basis) results for a molecular structure, C27H30GeN5OsS.

The energy relative to the best compared isomer or geometry (same formula, charge and spin) comes out at 0.0 kJ/mol. For the HOMO-LUMO gap, the calculation gives 7.278 eV. Its highest occupied orbital energy is -9.734 eV.

```
! wB97M-V def2-TZVPD RIJCOSX def2/J DEFGRID3
* xyz 1 1
Os -1.527 0.568 0.187
C -3.257 -4.580 0.473
C -2.881 -3.563 1.483
N -2.797 -3.744 2.757
N -2.415 -2.528 3.258
C -2.261 -1.594 2.323
S -1.808 0.031 2.480
N -2.581 -2.238 1.184
N -2.479 -1.614 -0.063
H -3.430 -5.527 0.978
H -2.453 -4.707 -0.249
H -4.165 -4.304 -0.064
H -2.266 -2.414 4.247
H -1.669 -1.977 -0.576
H -3.341 -1.807 -0.566
C -3.863 2.212 -4.407
C -3.155 3.098 -3.374
C -4.114 4.160 -2.816
C -1.909 3.758 -3.986
C -2.698 2.254 -2.257
N -2.327 1.596 -1.394
H -4.193 2.840 -5.235
H -4.738 1.725 -3.977
H -3.191 1.449 -4.800
H -4.447 4.795 -3.638
H -3.620 4.786 -2.074
H -4.991 3.701 -2.360
H -2.227 4.391 -4.815
H -1.213 3.012 -4.368
H -1.392 4.379 -3.255
C 0.123 0.862 0.019
Ge 1.865 0.188 0.678
C 2.186 0.958 2.408
C 3.332 0.588 3.111
C 3.585 1.114 4.371
C 2.696 2.022 4.935
C 1.558 2.404 4.236
C 1.302 1.874 2.978
C 3.316 0.510 -0.562
C 3.995 -0.551 -1.163
C 5.049 -0.308 -2.035
C 5.433 0.996 -2.312
C 4.767 2.060 -1.713
C 3.717 1.816 -0.842
C 1.333 -1.699 0.783
C 1.089 -2.343 1.991
C 0.566 -3.633 2.018
C 0.277 -4.293 0.834
C 0.517 -3.659 -0.385
C 1.037 -2.375 -0.405
H 4.041 -0.109 2.674
H 4.478 0.822 4.908
H 2.894 2.436 5.914
H 0.870 3.119 4.670
H 0.414 2.184 2.434
H 3.708 -1.573 -0.943
H 5.574 -1.137 -2.494
H 6.255 1.185 -2.989
H 5.073 3.076 -1.923
H 3.211 2.652 -0.371
H 1.305 -1.837 2.926
H 0.397 -4.131 2.966
H -0.111 -5.305 0.857
H 0.327 -4.180 -1.316
H 1.224 -1.892 -1.359
*
```


DFT (the ωB97M-V functional and the def2-TZVPD basis) results for a molecular structure, C27H30IN7O2S2V.

The energy relative to the best compared isomer or geometry (same formula, charge and spin) comes out at 105.1 kJ/mol. For the HOMO-LUMO gap (alpha / beta), the calculation gives 6.830 / 7.538 eV. Its highest occupied orbital energy (alpha / beta) is -6.651 / -7.359 eV.

```
! wB97M-V def2-TZVPD RIJCOSX def2/J DEFGRID3
* xyz 0 4
V -0.063 0.703 0.971
O -0.389 2.300 2.201
C -1.242 3.287 2.132
C -1.069 4.415 2.963
C -1.946 5.474 2.949
C -3.062 5.464 2.107
C -3.255 4.376 1.286
C -2.367 3.294 1.267
C -2.614 2.174 0.366
N -2.100 0.951 0.425
C -2.645 0.235 -0.625
C -3.497 1.023 -1.322
N -3.466 2.243 -0.686
H -0.206 4.412 3.618
H -1.774 6.319 3.604
H -3.766 6.284 2.108
H -4.143 4.353 0.662
H -2.373 -0.793 -0.797
H -4.092 0.842 -2.198
H -3.947 3.073 -0.981
C 0.544 -4.990 -1.056
C 1.633 -3.937 -1.220
N 1.227 -2.794 -2.027
C 1.472 -2.859 -3.471
C 0.233 -3.245 -4.270
C 0.629 -1.703 -1.504
S 0.183 -1.715 0.170
N 0.365 -0.734 -2.382
C 0.124 0.538 -2.089
O 0.270 1.126 -0.992
C -0.356 1.375 -3.237
C -0.650 0.816 -4.477
C -1.154 1.605 -5.500
C -1.361 2.963 -5.296
C -1.060 3.528 -4.063
C -0.564 2.737 -3.038
H 0.898 -5.798 -0.414
H 0.263 -5.422 -2.018
H -0.341 -4.547 -0.599
H 2.510 -4.372 -1.702
H 1.959 -3.575 -0.250
H 2.256 -3.602 -3.625
H 1.854 -1.898 -3.807
H -0.113 -4.244 -4.005
H 0.460 -3.236 -5.338
H -0.572 -2.537 -4.079
H -0.476 -0.241 -4.624
H -1.384 1.161 -6.460
H -1.750 3.580 -6.096
H -1.212 4.588 -3.902
H -0.338 3.159 -2.068
I 0.254 -2.798 5.981
C 0.959 -1.132 4.933
C 1.815 -0.225 5.530
C 2.309 0.811 4.755
C 1.948 0.867 3.422
N 1.095 0.014 2.860
C 0.598 -0.969 3.607
H 2.094 -0.330 6.570
H 2.985 1.546 5.169
H 2.340 1.641 2.777
H -0.091 -1.652 3.123
N 3.965 -3.087 4.026
C 3.468 -2.656 2.835
N 2.329 -3.263 2.441
S 4.224 -1.473 1.940
H 3.651 -3.955 4.426
H 4.896 -2.784 4.248
H 1.819 -3.855 3.078
H 1.811 -2.856 1.669
*
```


DFT (the ωB97M-V functional and the def2-TZVPD basis) results for a molecular structure, C27H30IrN3O4S5Se4.

The energy relative to the best compared isomer or geometry (same formula, charge and spin) comes out at 176.4 kJ/mol. For the HOMO-LUMO gap (alpha / beta), the calculation gives 4.082 / 3.979 eV. Its highest occupied orbital energy (alpha / beta) is -4.567 / -4.463 eV.

```
! wB97M-V def2-TZVPD RIJCOSX def2/J DEFGRID3
* xyz -1 2
Ir 0.498 -1.950 0.317
Se 2.083 -5.779 0.676
Se 4.252 -5.729 0.350
Se 1.336 -7.816 0.929
Se -0.080 -3.729 1.881
C -3.261 6.758 -1.907
C -3.047 5.649 -0.907
C -4.060 5.322 -0.013
C -3.877 4.296 0.904
C -2.688 3.591 0.930
C -1.651 3.918 0.052
N -0.460 3.186 0.035
C 0.131 2.509 1.098
C -0.071 2.899 2.426
C 0.548 2.221 3.465
C 1.391 1.149 3.210
C 1.595 0.762 1.896
C 0.978 1.417 0.838
C 1.215 0.922 -0.566
O 1.263 1.734 -1.499
O 1.451 -0.335 -0.727
C -1.829 4.959 -0.874
C -0.729 5.334 -1.839
H -4.270 7.161 -1.825
H -3.117 6.406 -2.932
H -2.556 7.580 -1.751
H -4.997 5.868 -0.044
H -4.674 4.028 1.587
H -2.557 2.759 1.611
H -0.024 2.970 -0.852
H -0.710 3.747 2.640
H 0.370 2.541 4.485
H 1.868 0.613 4.021
H 2.235 -0.081 1.674
H 0.219 4.870 -1.575
H -0.577 6.416 -1.853
H -0.974 5.032 -2.862
C -2.307 -5.452 -0.152
S -3.531 -4.475 0.761
C -3.307 -5.087 2.389
C -2.624 -4.453 3.364
S -1.718 -2.951 3.208
S -2.631 -5.250 4.917
C -3.604 -6.614 4.503
S -4.033 -7.796 5.559
S -4.075 -6.587 2.845
H -2.458 -5.213 -1.204
H -2.467 -6.519 0.002
H -1.302 -5.161 0.157
N 1.944 -2.977 -0.715
C 2.854 -2.647 -1.343
N 3.886 -2.314 -2.077
C 3.659 -1.737 -3.422
C 3.769 -0.220 -3.378
C 5.091 0.208 -2.740
C 5.233 -0.397 -1.341
C 5.134 -1.915 -1.402
H 2.677 -2.055 -3.763
H 4.412 -2.170 -4.087
H 2.934 0.180 -2.797
H 3.682 0.172 -4.394
H 5.140 1.295 -2.683
H 5.933 -0.121 -3.365
H 4.430 -0.022 -0.700
H 6.185 -0.117 -0.884
H 5.140 -2.367 -0.412
H 5.965 -2.336 -1.974
C -3.365 -0.626 0.369
C -1.978 -1.186 0.213
O -1.717 -2.034 -0.650
O -1.059 -0.759 1.007
H -3.645 -0.092 -0.541
H -3.410 0.049 1.222
H -4.059 -1.454 0.508
*
```